No. 1
ORCA calculation (ωB97M-V/def2-TZVPD) on one molecule with the formula C6H8N2S.

Its spin multiplicity is 1. The value obtained for the energy above the lowest of the compared OMol25 structures with the same formula, charge and spin is 456.1 kJ/mol. The total charge is 0. As for the SMILES: [H]/N=N\SC1=CCC=CC1. The orbital gap (alpha / beta) is 7.9034 / 7.9043 eV.

Last column: Löwdin charge in e.
Element x y z (Å)
C: 2.01606 0.46084 0.74578  -0.117
C: 0.97160 1.01193 1.36645  -0.108
C: 0.58475 -0.06460 -1.15678  -0.152
C: -0.46047 0.27018 -0.45401  -0.596
C: 2.03199 0.17765 -0.75413  -0.155
C: -0.42937 0.99273 0.82197  -0.231
N: -3.62496 -2.52362 -0.28825  0.006
N: -3.50743 -1.65528 -1.04843  -0.252
S: -2.14514 -0.19883 -1.14154  0.748
H: 2.92765 0.64791 1.30134  0.092
H: 1.31485 1.31411 2.40769  0.119
H: 0.44820 -0.55278 -2.12681  0.095
H: 2.35861 1.13032 -1.06638  0.093
H: 2.69196 -0.66419 -1.15752  0.133
H: -1.28872 0.43755 1.33451  0.118
H: -0.74483 2.01240 0.66288  0.111
H: -3.14475 -2.79633 0.55322  0.094

Forces on atoms 1 to 6 (eV/Å):
0.2 0.9 -0.3
0.8 -1.2 1.9
1.7 -0.7 -1.8
-2.0 -1.1 -0.5
-0.9 -1.6 1.2
-1.0 -0.7 0.8

=====

No. 2
ORCA calculation (ωB97M-V/def2-TZVPD) on one molecule with the formula C6H8N2S.

Its spin multiplicity is 1. The value obtained for the energy above the lowest of the compared OMol25 structures with the same formula, charge and spin is 178.8 kJ/mol. The total charge is 0. As for the SMILES: C[C@@]1(C#N)C=CS[C@H]1N. The orbital gap is 9.1007 eV.

Last column: Löwdin charge in e.
Element x y z (Å)
C: -0.97382 -0.16441 -1.80006  -0.172
C: 0.42782 -1.48033 -0.28185  -0.120
C: 0.39179 -1.90016 0.95962  -0.478
C: -0.95299 0.32019 0.69973  -0.553
C: -0.16428 0.00382 -0.56688  -0.386
C: 1.18466 0.84054 -0.88758  -0.008
N: -1.49105 -0.26402 -2.83730  0.163
N: -0.76481 1.58563 1.25929  0.019
S: -0.53561 -0.97597 2.03103  0.934
H: 0.91119 -1.83357 -1.09536  0.074
H: 0.69297 -2.86488 1.33871  0.071
H: -1.95164 0.17691 0.43666  0.096
H: 2.02682 0.84965 -0.25472  0.062
H: 0.81001 1.88758 -0.82078  0.087
H: 1.56826 0.58552 -1.86933  0.082
H: -1.35597 1.63933 2.01014  0.037
H: 0.17664 1.59416 1.67870  0.093

Forces on atoms 1 to 6 (eV/Å):
-0.2 0.7 -1.0
-1.5 3.0 0.8
-0.3 -1.2 -0.3
1.1 -1.0 0.2
3.2 -3.0 0.3
-3.2 1.5 -0.5

=====

No. 3
ORCA calculation (ωB97M-V/def2-TZVPD) on C6H8N3O2 as an isolated structure.

Its spin multiplicity is 1. The value obtained for the energy above the lowest of the compared OMol25 structures with the same formula, charge and spin is 536.1 kJ/mol. The total charge is +1. The orbital gap is 9.1399 eV.

Last column: Löwdin charge in e.
Element x y z (Å)
C: -2.30966 0.05428 0.28981  -0.129
C: -1.25898 -0.44625 1.05194  0.018
C: 0.47532 -0.34695 0.58926  0.007
C: 0.37434 -0.48308 -1.86612  -0.031
C: 0.60493 1.75925 -0.69948  -0.031
C: 0.95698 0.26987 -0.66947  -0.355
N: -3.15849 0.47578 -0.35420  0.275
N: -1.22496 -1.05866 2.17877  0.065
N: 1.12794 -0.89688 1.52465  -0.061
O: 2.20440 -1.16899 1.86849  0.235
O: -0.08643 -1.41310 2.67340  0.072
H: 0.59840 -1.54530 -1.81119  0.095
H: 0.81202 -0.09268 -2.78049  0.101
H: -0.70167 -0.34830 -1.92211  0.076
H: -0.46379 1.90834 -0.83862  0.080
H: 1.12599 2.22671 -1.53010  0.100
H: 0.91808 2.26121 0.21207  0.094
H: 2.04776 0.15764 -0.66807  0.159
H: -2.04217 -1.31289 2.75143  0.231

Forces on atoms 1 to 6 (eV/Å):
-0.5 -0.1 0.2
5.8 0.0 -1.0
-5.6 0.0 0.9
0.2 -0.1 0.1
0.1 0.0 0.1
0.3 0.1 -0.3

=====

no.,largest force on an atom (eV Å⁻¹),electronic energy (Eh)
1,2.61,-740.9514
2,4.41,-741.0570
3,5.92,-547.6631